{"formula": "C22H43InN2OP3", "method": "wB97M-V/def2-TZVPD", "species": ["H", "H", "H", "H", "C", "H", "H", "C", "H", "C", "H", "H", "H", "H", "C", "C", "H", "H", "C", "P", "H", "C", "H", "N", "C", "H", "C", "H", "H", "H", "H", "H", "H", "H", "H", "C", "N", "C", "H", "H", "C", "H", "C", "H", "H", "C", "C", "O", "C", "P", "C", "C", "H", "C", "H", "H", "H", "H", "H", "H", "H", "H", "C", "H", "C", "C", "In", "H", "H", "H", "H", "P"], "coordinates": [[-3.192971, 2.773590, -1.034668], [-1.229423, 4.374609, -0.150200], [4.034025, 1.257401, -2.251942], [0.727065, 1.075261, 5.160115], [-3.095732, -0.028811, 1.582482], [0.036903, 4.458350, -3.144536], [4.056524, 2.720060, 2.879644], [-0.137914, 4.495031, -0.188213], [-2.618120, -3.258441, -2.722161], [3.094492, 2.207401, 2.954707], [0.265496, 4.472456, 0.833189], [0.099023, 5.465887, -0.643753], [-4.491795, 1.898377, -0.150554], [3.068421, 2.980134, -1.316127], [-1.035706, -4.849176, -0.155241], [2.462445, -2.086205, -1.450530], [-2.412194, -0.457168, 2.327305], [3.418818, -2.410122, -1.887878], [2.472269, 1.760028, 1.802919], [-2.276296, 1.371178, 0.741238], [3.953386, 2.884810, 5.339660], [-1.696410, -4.656874, -1.371971], [-1.842204, -1.256974, -1.410786], [3.071926, 2.396267, 5.350792], [-0.116116, 3.416480, -2.826345], [2.430204, 4.274801, -2.375026], [0.691334, 0.865534, 3.027534], [2.511128, -0.893533, -4.087322], [-2.302261, 2.330547, 2.969069], [2.549553, 4.535685, -0.609693], [-4.349071, -6.722295, -1.166781], [-3.338352, -0.812632, 0.853880], [2.652851, 2.244210, 6.254437], [-0.241756, 0.291207, 3.026421], [-2.032631, -5.525736, -1.932542], [-3.346265, -7.160498, -1.057876], [1.269091, 1.124269, 1.824279], [2.479980, 1.980582, 4.208799], [-0.025538, -3.868706, 1.501433], [-0.637790, 0.478041, -1.620235], [-2.777286, -7.391762, 0.130891], [4.098733, 0.720662, -0.552016], [1.883842, -0.181219, -3.524322], [0.350588, 2.736489, -3.554752], [2.954067, 1.903984, 0.832282], [-2.432376, 2.724097, 1.955138], [-2.023778, -3.378093, -1.818195], [-0.171498, -1.466630, 0.707358], [-1.607268, -2.274567, -1.087470], [2.229940, -0.296146, -1.724543], [-0.582202, -3.767567, 0.576405], [-3.473949, 1.816625, -0.569546], [2.081203, 0.840651, -3.880576], [-0.791260, -2.454173, 0.079681], [-1.769732, -7.812403, 0.188133], [-3.423606, 3.191186, 1.872870], [1.631877, -2.651580, -1.895424], [2.467094, -2.286465, -0.371944], [0.824874, -0.415157, -3.695677], [-3.462089, 1.038275, -1.346053], [-2.815482, -7.416284, -1.990832], [4.649295, -0.373044, -1.847068], [3.910425, 0.396798, -1.583419], [-3.305202, -7.220931, 1.070122], [1.246985, 1.293140, 4.224658], [2.336054, 3.796612, -1.392035], [0.197105, 0.472597, -0.058080], [-4.014536, 0.313737, 2.080886], [-0.916598, -5.846899, 0.254421], [-1.194120, 3.198988, -2.777765], [-1.663357, 3.485770, 1.782538], [0.635866, 3.158282, -1.169189]], "atomic_forces_ev_per_a": [[-0.1, -0.3, 0.1], [0.3, 0.1, -0.1], [-0.1, -0.2, 0.1], [0.2, 0.1, -0.3], [0.3, -0.2, 0.0], [-0.1, -0.3, 0.1], [-0.3, -0.2, 0.1], [0.0, 0.0, 0.1], [0.2, 0.0, 0.2], [-0.2, -0.2, -0.9], [-0.1, 0.1, -0.2], [-0.1, -0.2, 0.1], [0.5, 0.0, 0.0], [-0.1, 0.4, -0.1], [0.6, 0.5, 1.3], [-0.2, -0.1, 0.4], [-0.3, 0.1, -0.1], [-0.4, 0.1, 0.1], [0.1, 0.2, 0.8], [-1.4, -0.2, 0.3], [-0.1, 0.0, -0.1], [-0.3, -0.7, -0.1], [0.0, -0.4, 0.0], [-0.4, -0.2, -0.7], [0.0, -0.3, 0.1], [0.0, -0.1, 0.3], [0.5, 0.5, 0.6], [-0.2, 0.3, 0.3], [0.0, 0.0, -0.2], [0.0, -0.2, -0.2], [0.4, -0.4, 0.1], [0.0, 0.2, 0.2], [0.0, 0.0, -0.1], [0.4, 0.3, 0.0], [0.3, 0.3, 0.1], [0.1, -0.1, 0.0], [-0.3, -0.6, -0.6], [0.6, 0.4, 0.9], [-0.1, -0.1, -0.1], [-0.3, 0.0, -0.5], [-0.3, -0.1, -0.4], [0.2, -0.1, -0.3], [-0.4, 0.2, 0.2], [-0.2, 0.3, 0.1], [-0.3, 0.0, 0.3], [0.6, 0.2, 0.1], [0.0, 1.6, 0.2], [-1.1, -1.4, -0.9], [-0.2, -0.2, -0.7], [0.4, -0.9, -0.9], [-0.2, -1.0, -0.4], [0.4, 0.0, -0.4], [-0.1, -0.3, 0.1], [0.9, 1.2, 0.7], [-0.4, -0.1, 0.0], [0.2, -0.2, -0.1], [0.2, 0.2, 0.0], [0.1, -0.1, -0.2], [0.3, 0.0, -0.1], [-0.1, 0.2, 0.2], [-0.4, 0.1, 0.5], [-0.3, 0.2, 0.0], [0.1, 0.4, 0.5], [0.2, 0.0, -0.2], [-0.6, -0.5, -0.7], [0.3, -0.2, 0.1], [1.0, 1.7, 0.7], [0.3, 0.0, -0.2], [0.1, 0.2, -0.3], [0.3, 0.1, -0.1], [-0.3, -0.1, 0.1], [-0.3, 0.5, -0.1]], "lowdin_charge": [0.052, 0.034, 0.057, 0.136, -0.227, 0.073, 0.136, -0.260, 0.137, 0.029, 0.052, 0.075, 0.083, 0.005, -0.007, -0.231, 0.048, 0.076, -0.120, 0.808, 0.132, 0.011, 0.073, 0.186, -0.247, 0.069, -0.115, 0.083, 0.064, 0.065, 0.077, 0.054, 0.132, 0.107, 0.095, -0.080, -0.072, -0.270, 0.142, 0.068, -0.070, 0.039, -0.224, 0.042, 0.085, -0.214, 0.001, -0.160, -0.003, 0.811, 0.058, -0.226, 0.053, -0.346, 0.068, 0.083, 0.060, 0.057, 0.048, 0.052, 0.073, 0.078, -0.223, 0.073, 0.030, -0.236, 0.446, 0.083, 0.104, 0.044, 0.024, 0.759], "de_lowest_ev": 0.728, "charge": 3, "homo_lumo_gap_ev": [5.16, 4.09], "total_energy_ev": -61552.479, "e_homo_ev": [-16.14, -16.23]}